Entry 1:
{
  "formula": "C5H8BrPS",
  "method": "ωB97M-V/def2-TZVPD",
  "symbols": ["C", "C", "C", "C", "P", "S", "Br", "C", "H", "H", "H", "H", "H", "H", "H", "H"],
  "positions_angstrom": [[1.314, -0.730, -0.925], [0.169, -0.164, -0.093], [0.007, 0.044, 1.225], [-1.398, 0.683, 1.602], [-2.353, 0.761, 0.034], [-3.660, 2.135, -0.302], [-3.228, -1.376, -0.041], [-0.879, 0.396, -1.014], [0.943, -1.195, -1.779], [1.722, -1.482, -0.169], [2.047, 0.111, -1.144], [0.762, -0.076, 1.990], [-1.835, -0.038, 2.221], [-1.418, 1.630, 2.003], [-0.594, 1.368, -1.417], [-1.420, -0.278, -1.867]],
  "nbo_charge": [-0.639, 0.019, -0.187, -0.775, 1.185, -0.455, -0.272, -0.800, 0.222, 0.227, 0.232, 0.225, 0.253, 0.244, 0.255, 0.267],
  "orbital_gap_ev": 9.546,
  "charge": 0,
  "spin_multiplicity": 1,
  "smiles": "CC1=CC[P@](=S)(Br)C1",
  "e_homo_ev": -9.19,
  "energy_ev": -95481.3993
}



Entry 2:
{
  "formula": "C5H8Cl",
  "method": "ωB97M-V/def2-TZVPD",
  "symbols": ["C", "C", "C", "C", "C", "Cl", "H", "H", "H", "H", "H", "H", "H", "H"],
  "positions_angstrom": [[-1.237, -2.622, 0.446], [-0.270, -1.574, 0.852], [0.783, -1.569, 2.066], [-0.163, -0.582, -0.129], [-1.186, -0.471, -1.217], [-1.368, 1.057, -2.087], [0.711, -1.470, 3.117], [-2.250, -2.325, 0.838], [-0.977, -3.604, 0.095], [1.429, -0.712, 1.904], [1.428, -2.417, 1.836], [0.645, 0.155, -0.207], [-1.059, -1.194, -2.042], [-2.207, -0.662, -0.831]],
  "nbo_charge": [-0.328, -0.036, -0.646, -0.219, -0.428, -0.058, 0.235, 0.189, 0.198, 0.216, 0.213, 0.216, 0.224, 0.224],
  "orbital_gap_ev": [9.532, 9.024],
  "charge": 0,
  "spin_multiplicity": 2,
  "e_homo_ev": [-8.57, -9.10],
  "energy_ev": -17833.5894
}



Entry 3:
{
  "formula": "C5H8ClN2",
  "method": "ωB97M-V/def2-TZVPD",
  "symbols": ["N", "C", "N", "C", "C", "C", "C", "Cl", "H", "H", "H", "H", "H", "H", "H", "H"],
  "positions_angstrom": [[1.523, 1.539, -0.928], [0.715, 0.523, -0.853], [-0.464, 0.407, -1.387], [-1.441, -0.229, -0.834], [-1.448, -0.423, 0.688], [-0.038, -0.326, 1.211], [1.005, -0.714, 0.144], [0.392, -2.315, -0.593], [2.394, 1.470, -0.337], [1.340, 2.373, -1.559], [-2.263, -0.521, -1.501], [-2.062, 0.454, 1.209], [-2.083, -1.310, 0.868], [0.138, 0.727, 1.467], [0.176, -0.952, 2.101], [2.116, -0.702, 0.305]],
  "nbo_charge": [-0.708, 0.547, -0.468, 0.308, -0.514, -0.452, -0.208, 0.009, 0.441, 0.463, 0.241, 0.286, 0.279, 0.234, 0.281, 0.262],
  "orbital_gap_ev": 9.800,
  "charge": 1,
  "spin_multiplicity": 1,
  "smiles": "[NH2+]=C1N=CCC[C@H]1Cl",
  "e_homo_ev": -14.74,
  "energy_ev": -20809.5559
}



Entry 4:
{
  "formula": "C5H8ClN2",
  "method": "ωB97M-V/def2-TZVPD",
  "symbols": ["Cl", "C", "C", "N", "C", "C", "N", "C", "H", "H", "H", "H", "H", "H", "H", "H"],
  "positions_angstrom": [[2.512, 1.063, 0.096], [2.077, -0.564, -0.434], [0.665, -1.217, 0.496], [-0.409, -0.295, 0.261], [-0.496, 0.914, 0.897], [-1.612, 1.548, 0.328], [-2.069, 0.720, -0.635], [-1.383, -0.395, -0.675], [2.812, -1.253, 0.148], [2.144, -0.797, -1.415], [0.535, -2.256, 0.220], [1.045, -1.023, 1.488], [0.205, 1.316, 1.527], [-1.783, 2.571, 0.196], [-2.701, 1.022, -1.395], [-1.541, -1.354, -1.101]],
  "nbo_charge": [-0.002, -0.381, -0.218, -0.287, -0.008, -0.043, -0.443, 0.226, 0.228, 0.215, 0.250, 0.238, 0.259, 0.250, 0.464, 0.250],
  "orbital_gap_ev": 10.490,
  "charge": 1,
  "spin_multiplicity": 1,
  "smiles": "ClCC[n+]1cc[nH]c1",
  "e_homo_ev": -13.91,
  "energy_ev": -20809.4491
}



Entry 5:
{
  "formula": "C5H8ClN4O2",
  "method": "ωB97M-V/def2-TZVPD",
  "symbols": ["C", "C", "C", "C", "C", "N", "N", "N", "N", "O", "O", "Cl", "H", "H", "H", "H", "H", "H", "H", "H"],
  "positions_angstrom": [[-1.411, -0.128, 0.522], [0.862, -0.451, -0.018], [1.525, -3.397, 1.723], [-1.799, 1.279, 0.014], [1.407, 0.640, 0.608], [-0.391, -0.827, 0.289], [-1.283, 2.223, -2.046], [1.503, -1.240, -0.982], [-0.896, 1.905, -0.860], [0.904, -3.237, 2.654], [2.170, -3.381, 0.778], [0.707, 1.743, 1.686], [-2.149, -0.408, 1.219], [-2.931, 1.298, -0.268], [-1.594, 1.845, 0.949], [2.536, 0.522, 0.532], [-2.328, 2.351, -2.311], [-0.597, 2.748, -2.627], [2.494, -1.195, -0.856], [1.270, -2.289, -1.006]],
  "nbo_charge": [0.192, 0.298, 1.027, -0.418, -0.334, -0.373, -0.387, -0.788, 0.063, -0.482, -0.544, 0.084, 0.215, 0.234, 0.326, 0.235, 0.411, 0.436, 0.386, 0.419],
  "orbital_gap_ev": [5.590, 5.743],
  "charge": 1,
  "spin_multiplicity": 1,
  "e_homo_ev": [-11.74, -11.79],
  "energy_ev": -27882.3708
}



Entry 6:
{
  "formula": "C5H8ClN5",
  "method": "ωB97M-V/def2-TZVPD",
  "symbols": ["C", "C", "N", "C", "N", "C", "N", "N", "C", "Cl", "N", "H", "H", "H", "H", "H", "H", "H", "H"],
  "positions_angstrom": [[-3.796, -0.143, 0.820], [-3.148, -0.607, -0.517], [-1.812, -1.219, -0.420], [-0.720, -0.445, -0.181], [-0.647, 0.849, -0.334], [0.473, 1.559, -0.070], [0.502, 2.844, -0.092], [1.634, 0.913, 0.186], [1.508, -0.385, 0.140], [3.093, -1.110, 0.060], [0.404, -1.143, 0.228], [-3.139, 0.541, 1.455], [-4.121, -0.957, 1.586], [-4.720, 0.454, 0.530], [-3.751, -1.468, -0.949], [-3.080, 0.271, -1.133], [-1.464, -2.228, -0.515], [1.444, 3.239, 0.246], [-0.218, 3.438, -0.356]],
  "nbo_charge": [-0.633, -0.219, -0.607, 0.610, -0.627, 0.607, -0.750, -0.589, 0.446, 0.003, -0.587, 0.221, 0.213, 0.215, 0.208, 0.218, 0.437, 0.420, 0.412],
  "orbital_gap_ev": 9.929,
  "charge": 0,
  "spin_multiplicity": 1,
  "smiles": "CCNc1nc(N)nc(Cl)n1",
  "e_homo_ev": -9.10,
  "energy_ev": -25288.0053
}



Entry 7:
{
  "formula": "C5H8ClNS",
  "method": "ωB97M-V/def2-TZVPD",
  "symbols": ["C", "C", "C", "C", "C", "H", "H", "H", "H", "H", "H", "H", "H", "N", "S", "Cl"],
  "positions_angstrom": [[2.547, 0.435, -0.354], [0.349, -0.498, 0.523], [-0.650, 0.595, 0.193], [-1.953, 0.442, -0.069], [-2.635, -0.750, -0.175], [3.550, -0.076, 0.391], [3.108, 0.670, -1.489], [1.971, 1.394, 0.259], [0.979, -0.729, -1.368], [-0.128, -1.552, 0.786], [0.790, -0.211, 1.588], [-0.154, 1.605, 0.659], [-2.033, -1.727, -0.187], [1.485, -0.547, -0.443], [-4.236, -0.962, -0.173], [-2.989, 1.910, -0.141]],
  "nbo_charge": [-0.423, -0.274, -0.120, -0.114, -0.360, 0.191, 0.237, 0.180, 0.374, 0.216, 0.215, 0.240, 0.229, -0.673, 0.104, -0.021],
  "orbital_gap_ev": 7.558,
  "charge": 0,
  "spin_multiplicity": 1,
  "e_homo_ev": -8.75,
  "energy_ev": -30157.9329
}



Entry 8:
{
  "formula": "C5H8ClNS2",
  "method": "ωB97M-V/def2-TZVPD",
  "symbols": ["C", "C", "C", "C", "C", "N", "S", "S", "Cl", "H", "H", "H", "H", "H", "H", "H", "H"],
  "positions_angstrom": [[0.511, -0.649, 1.688], [3.093, 1.038, -1.932], [0.188, 0.182, 0.785], [2.400, 0.547, -0.989], [-2.644, 0.295, 0.271], [-2.599, -1.068, 0.283], [0.925, 1.246, -0.386], [-1.642, -1.821, -0.847], [2.996, -0.848, -0.157], [-0.308, -1.183, 2.243], [1.474, -0.838, 2.180], [3.744, 0.642, -2.588], [2.619, 1.896, -2.368], [-3.321, 0.701, 1.056], [-1.399, 0.586, 0.453], [-2.907, 0.862, -0.650], [-3.130, -1.588, 0.958]],
  "nbo_charge": [-0.494, -0.440, -0.190, -0.190, -0.390, -0.660, 0.345, 0.097, 0.005, 0.216, 0.235, 0.224, 0.201, 0.203, 0.214, 0.221, 0.404],
  "orbital_gap_ev": [7.166, 7.093],
  "charge": 0,
  "spin_multiplicity": 1,
  "e_homo_ev": [-7.98, -8.09],
  "energy_ev": -40991.6550
}



Entry 9:
{
  "formula": "C5H8F2NO8S3",
  "method": "ωB97M-V/def2-TZVPD",
  "symbols": ["C", "C", "C", "C", "C", "O", "S", "O", "O", "O", "H", "H", "H", "H", "H", "H", "H", "H", "N", "S", "O", "O", "F", "S", "O", "O", "F"],
  "positions_angstrom": [[2.055, 1.186, 0.155], [1.455, 2.397, 0.140], [0.202, 2.756, 0.915], [-0.994, 2.339, 0.048], [-2.407, 2.654, 0.580], [-3.239, 1.587, 0.124], [-2.372, 0.270, 0.526], [-2.353, 0.108, 1.946], [-2.559, -0.851, -0.326], [-0.973, 0.891, 0.041], [2.211, 0.612, 1.061], [2.382, 0.757, -0.787], [1.881, 3.172, -0.499], [0.181, 2.206, 1.859], [0.144, 3.839, 1.081], [-0.818, 2.606, -0.996], [-2.710, 3.635, 0.219], [-2.346, 2.690, 1.671], [0.970, -4.029, -0.098], [0.355, -2.662, -0.614], [-0.464, -2.749, -1.783], [1.162, -1.481, -0.485], [-0.701, -2.448, 0.547], [2.071, -4.701, -1.007], [2.329, -6.040, -0.575], [3.204, -3.885, -1.326], [1.341, -4.903, -2.410]],
  "nbo_charge": [-0.317, -0.243, -0.465, 0.082, -0.124, -0.671, 2.528, -0.914, -0.850, -0.684, 0.203, 0.224, 0.189, 0.232, 0.199, 0.199, 0.207, 0.199, -1.215, 2.512, -0.934, -0.957, -0.506, 2.514, -0.949, -0.947, -0.510],
  "orbital_gap_ev": 8.818,
  "charge": -1,
  "spin_multiplicity": 1,
  "e_homo_ev": -6.34,
  "energy_ev": -61124.9724
}



Entry 10:
{
  "formula": "C5H8F2S",
  "method": "ωB97M-V/def2-TZVPD",
  "symbols": ["C", "C", "C", "C", "C", "H", "H", "H", "H", "H", "H", "H", "H", "F", "F", "S"],
  "positions_angstrom": [[-1.244, 0.531, 1.691], [-0.929, -0.331, 0.563], [0.381, -0.570, 0.168], [1.416, 0.310, -0.045], [1.309, 1.795, -0.255], [-1.184, 1.654, 1.428], [-0.483, 0.175, 2.542], [-2.340, 0.383, 2.025], [-1.340, -1.319, 0.672], [-0.843, 0.973, -2.010], [1.614, 2.356, 0.693], [2.057, 2.008, -1.070], [0.117, 2.105, -0.766], [0.613, -1.922, -0.068], [2.639, -0.282, -0.133], [-2.030, 0.068, -0.903]],
  "nbo_charge": [-0.618, -0.414, 0.296, 0.336, -0.694, 0.229, 0.227, 0.231, 0.268, 0.126, 0.243, 0.246, 0.239, -0.335, -0.323, -0.055],
  "orbital_gap_ev": 8.388,
  "charge": 0,
  "spin_multiplicity": 1,
  "e_homo_ev": -8.88,
  "energy_ev": -21580.7315
}



Entry 11:
{
  "formula": "C5H8F3N",
  "method": "ωB97M-V/def2-TZVPD",
  "symbols": ["C", "C", "C", "C", "C", "N", "F", "F", "F", "H", "H", "H", "H", "H", "H", "H", "H"],
  "positions_angstrom": [[-1.395, -1.537, 0.874], [-1.054, -0.643, 0.015], [-1.713, 0.464, -0.718], [1.585, 0.479, 0.602], [1.000, -0.674, -0.300], [1.019, 1.707, 0.174], [2.948, 0.429, 0.549], [1.461, -1.860, 0.050], [1.118, -0.532, -1.656], [-0.789, -2.429, 1.097], [-2.453, -1.904, 1.114], [-2.700, 0.535, -0.461], [-1.154, 1.382, -0.623], [-1.852, 0.322, -1.821], [1.356, 0.157, 1.636], [1.687, 2.380, 0.352], [0.933, 1.726, -0.884]],
  "nbo_charge": [-0.487, 0.054, -0.698, 0.265, 0.684, -0.831, -0.360, -0.323, -0.352, 0.223, 0.206, 0.224, 0.243, 0.231, 0.173, 0.374, 0.372],
  "orbital_gap_ev": 10.391,
  "charge": 0,
  "spin_multiplicity": 1,
  "e_homo_ev": -9.45,
  "energy_ev": -14954.4155
}



Entry 12:
{
  "formula": "C5H8F3N2",
  "method": "ωB97M-V/def2-TZVPD",
  "symbols": ["C", "C", "C", "C", "C", "N", "N", "F", "F", "F", "H", "H", "H", "H", "H", "H", "H", "H"],
  "positions_angstrom": [[0.942, -0.325, -0.349], [0.107, -2.637, 0.325], [-0.909, 1.241, 0.186], [1.331, 1.926, 0.074], [-2.046, 0.278, 0.009], [0.339, 0.847, 0.001], [0.765, -1.694, -0.291], [-3.174, 0.904, -0.275], [-1.780, -0.589, -0.988], [-2.255, -0.492, 1.095], [1.902, -0.126, -0.805], [0.378, -3.656, 0.125], [-0.699, -2.425, 1.011], [-1.149, 2.238, 0.503], [2.001, 1.753, 0.916], [1.918, 1.968, -0.843], [0.844, 2.888, 0.205], [1.484, -2.098, -0.899]],
  "nbo_charge": [-0.003, -0.030, -0.048, -0.407, 0.934, -0.206, -0.391, -0.280, -0.322, -0.319, 0.205, 0.228, 0.228, 0.248, 0.241, 0.240, 0.238, 0.443],
  "orbital_gap_ev": [7.332, 7.347],
  "charge": 1,
  "spin_multiplicity": 1,
  "e_homo_ev": [-12.54, -12.53],
  "energy_ev": -16437.9357
}



Entry 13:
{
  "formula": "C5H8F3NO2",
  "method": "ωB97M-V/def2-TZVPD",
  "symbols": ["N", "C", "F", "C", "O", "O", "H", "H", "H", "H", "C", "C", "F", "C", "F", "H", "H", "H", "H"],
  "positions_angstrom": [[-0.765, 1.272, 1.337], [-1.612, 1.104, 0.289], [-1.458, 1.985, -0.749], [-2.319, -0.026, 0.038], [-2.801, -0.606, -1.144], [-2.456, -1.051, 0.970], [-0.497, 0.382, 1.797], [-0.921, 2.108, 1.806], [-2.705, 0.162, -1.700], [-2.498, -1.924, 0.653], [2.057, -1.602, -0.120], [1.727, -0.271, -0.690], [1.196, -0.258, -1.932], [2.010, 0.991, -0.389], [2.681, 1.336, 0.784], [2.558, -2.123, -0.913], [1.057, -1.982, 0.107], [2.889, -1.443, 0.654], [1.858, 1.946, -0.798]],
  "nbo_charge": [-0.838, 0.359, -0.344, 0.446, -0.675, -0.724, 0.413, 0.385, 0.484, 0.496, -0.690, 0.311, -0.339, 0.155, -0.368, 0.238, 0.238, 0.254, 0.197],
  "orbital_gap_ev": 8.597,
  "charge": 0,
  "spin_multiplicity": 1,
  "smiles": "NC(F)=C(O)O.C/C(F)=C\\F",
  "e_homo_ev": -8.00,
  "energy_ev": -19049.0629
}



Entry 14:
{
  "formula": "C5H8FN",
  "method": "ωB97M-V/def2-TZVPD",
  "symbols": ["C", "C", "C", "C", "C", "N", "F", "H", "H", "H", "H", "H", "H", "H", "H"],
  "positions_angstrom": [[-0.209, 0.901, 0.839], [0.499, 1.424, 1.713], [-0.799, -2.028, -1.450], [-0.973, -0.142, 0.091], [0.038, -0.949, -0.700], [1.834, 3.318, 2.174], [1.925, 3.620, 0.898], [-0.218, -2.557, -2.052], [-1.489, -1.624, -2.168], [-1.327, -2.597, -0.777], [-1.818, 0.239, -0.363], [-1.433, -0.785, 0.837], [0.737, -1.431, -0.099], [0.652, -0.146, -1.348], [2.582, 2.758, 2.405]],
  "nbo_charge": [-0.151, -0.002, -0.600, -0.477, -0.362, 0.005, -0.190, 0.206, 0.200, 0.201, 0.233, 0.228, 0.208, 0.202, 0.301],
  "orbital_gap_ev": [8.961, 7.716],
  "charge": 0,
  "spin_multiplicity": 1,
  "e_homo_ev": [-9.91, -9.61],
  "energy_ev": -9513.0301
}



Entry 15:
{
  "formula": "C5H8FNO",
  "method": "ωB97M-V/def2-TZVPD",
  "symbols": ["C", "C", "C", "C", "C", "H", "H", "H", "H", "H", "H", "H", "H", "N", "O", "F"],
  "positions_angstrom": [[1.103, 0.576, -0.227], [-0.165, 0.805, 0.588], [0.047, -0.279, 1.658], [0.407, -0.719, -0.562], [-0.909, 0.060, -0.529], [0.947, 2.394, -1.245], [1.991, 0.473, 0.365], [-0.531, 1.740, 0.987], [-0.897, -0.444, 2.294], [0.883, -0.101, 2.349], [1.328, -1.766, 0.923], [0.607, -1.322, -1.450], [-1.115, 0.665, -1.472], [0.378, -1.419, 0.697], [1.314, 1.297, -1.417], [-2.141, -0.527, -0.207]],
  "nbo_charge": [0.081, -0.298, -0.230, -0.104, 0.205, 0.463, 0.164, 0.216, 0.209, 0.194, 0.356, 0.219, 0.190, -0.607, -0.698, -0.359],
  "orbital_gap_ev": 9.529,
  "charge": 0,
  "spin_multiplicity": 1,
  "e_homo_ev": -8.99,
  "energy_ev": -11567.1927
}